# 1
Computed, not measured: C27H51BF4NNiO2Si4 as an isolated structure in a non-equilibrium geometry, with ωB97M-V with the def2-TZVPD basis set.

XYZ file:
```
91
Properties=species:S:1:pos:R:3:forces:R:3:mulliken_spin:R:1
Ni -0.03521 0.35153 0.26909 1.4717 0.1896 -0.4875 1.79
C 1.63056 4.31843 2.44673 0.0377 0.0077 -0.0493 0.00
C 2.53192 3.33757 1.77702 0.1821 0.1086 -0.0506 0.00
C 3.86589 3.35674 1.85211 -0.3451 0.2305 0.2011 0.00
C 4.68318 2.32010 1.25715 -0.0696 -0.4873 -0.3357 0.00
C 6.18038 2.42474 1.36609 -0.0263 0.0487 0.0468 0.00
C 4.12576 1.25558 0.64132 0.6467 0.0453 0.1249 0.00
C 2.69716 1.08085 0.56903 -0.3067 -0.0829 -0.1053 0.02
C 1.83873 2.25840 1.00793 -0.3685 -0.4580 -0.2506 -0.02
N 2.04013 0.08323 0.09421 -0.2060 0.6317 0.4043 0.04
C 2.60606 -1.07865 -0.57589 0.0835 -0.1845 -0.0857 -0.02
C 3.43547 -0.69078 -1.81214 -0.0227 -0.0291 0.0275 0.00
C 3.92198 -1.95232 -2.53024 0.0465 -0.0125 -0.0554 0.00
C 2.71937 -2.77320 -3.00222 0.0055 0.0401 0.0684 0.00
C 1.87998 -3.17828 -1.78765 -0.0203 -0.1032 -0.0451 0.00
C 2.72412 -4.02485 -0.83114 -0.0049 0.0788 -0.0035 0.00
C 3.92438 -3.20165 -0.35761 0.0742 -0.0675 0.0333 0.00
C 4.77020 -2.79215 -1.56839 -0.0651 0.0194 0.0026 0.00
C 3.44006 -1.94884 0.37817 -0.0119 -0.0027 -0.0008 0.00
C 1.40965 -1.91973 -1.05987 0.1234 0.0152 0.0159 0.12
H 2.18716 5.15329 2.87221 -0.0002 -0.0017 -0.0070 0.00
H 1.08737 3.80772 3.24697 -0.0449 0.0087 -0.0196 0.00
H 0.89644 4.69200 1.73013 -0.0221 0.0083 0.0313 0.00
H 4.35924 4.14346 2.41323 0.0285 -0.0076 -0.0046 0.00
H 6.47434 3.33350 1.88955 0.0320 -0.0024 -0.0075 0.00
H 6.64074 2.43452 0.37722 0.0125 -0.0004 0.0021 0.00
H 6.58204 1.57096 1.91402 0.0196 0.0081 -0.0023 0.00
H 4.77796 0.48208 0.25965 -0.0154 0.1191 0.0288 0.00
H 1.00490 1.90595 1.63218 0.0856 -0.0429 0.0975 0.01
H 4.29061 -0.07884 -1.52083 -0.0473 -0.0244 -0.1124 0.00
H 2.80876 -0.08453 -2.47295 0.0104 0.0227 0.0005 0.00
H 4.52979 -1.66150 -3.39307 -0.0147 0.0070 0.0100 0.00
H 3.05911 -3.66295 -3.54209 -0.0135 -0.0037 -0.0089 0.00
H 2.10979 -2.17675 -3.68789 0.0080 -0.0269 -0.0352 0.00
H 1.01337 -3.75762 -2.11960 -0.0180 0.0417 0.0245 0.00
H 3.06722 -4.93471 -1.33437 -0.0104 -0.0095 0.0016 0.00
H 2.11783 -4.32646 0.02795 0.0082 -0.0293 -0.0028 0.00
H 4.53287 -3.80355 0.32446 -0.0095 0.0192 0.0065 0.00
H 5.14192 -3.68440 -2.08297 0.0239 0.0073 0.0054 0.00
H 5.63937 -2.21397 -1.23726 0.0186 -0.0166 -0.0081 0.00
H 4.29511 -1.38551 0.75724 -0.0357 -0.0615 0.0311 0.00
H 2.82495 -2.21539 1.24206 0.0014 0.0317 0.0079 0.00
H 0.79662 -2.19320 -0.19221 -0.0275 0.0235 -0.0066 0.00
H 0.79535 -1.30212 -1.72487 -0.0103 -0.0048 0.0035 -0.04
F 0.29233 -0.43557 2.25959 -0.2222 -0.0724 -0.1504 -0.08
B 0.92248 -0.09077 3.52630 0.0346 0.1218 0.2924 -0.02
F 0.64226 -1.10104 4.43772 0.0415 0.1277 -0.1764 0.00
F 0.38012 1.13778 3.93128 0.0735 -0.0890 -0.0867 0.00
F 2.29571 0.03216 3.29339 -0.0277 0.0049 -0.0071 0.00
O 0.17341 2.06957 -0.68312 0.1025 -0.3752 0.9725 0.14
O 1.29039 2.84158 -0.16878 0.0635 0.2918 -0.2166 0.01
C -4.99796 -1.80327 1.47428 0.2104 0.0748 -0.1024 0.01
Si -3.14182 -1.41344 1.68854 -0.2281 -0.2056 -0.0930 0.02
C -2.24703 -3.08261 1.50358 0.0492 0.2237 0.0416 0.01
C -2.95754 -0.81253 3.47286 0.2438 0.1480 -0.1880 0.00
Si -2.23169 0.02975 0.03927 -1.5379 0.2042 -0.1553 -0.02
Si -2.80106 -0.77503 -2.11440 -0.2746 -0.0337 -0.0949 0.01
C -4.68122 -0.88080 -2.40340 0.1673 0.0252 0.0581 0.01
C -2.09896 0.36245 -3.46483 0.0769 0.0003 0.2815 0.00
C -2.14730 -2.52960 -2.47128 0.0798 0.1783 0.2273 0.00
Si -3.17716 2.21602 0.31617 -0.3367 -0.2053 0.0517 0.01
C -5.08224 2.16838 0.43980 0.2086 -0.0271 0.0370 0.00
C -2.80232 3.46244 -1.06025 0.1409 -0.2541 0.0176 0.00
C -2.55073 2.89534 1.97342 0.1225 -0.1251 -0.1712 0.01
H -5.33724 -2.50094 2.24548 0.0437 -0.0111 0.0269 0.00
H -5.18735 -2.26105 0.50005 -0.0214 0.0043 0.0240 0.00
H -5.61208 -0.90248 1.54402 0.0225 0.0016 -0.0177 0.00
H -2.40474 -3.73006 2.36985 -0.0472 0.0103 0.0144 0.00
H -1.17138 -2.91374 1.40600 0.0023 -0.0369 0.0310 0.00
H -2.58853 -3.61376 0.61153 0.0024 0.0322 -0.0174 0.00
H -3.02950 -1.64800 4.17366 -0.0696 -0.0482 -0.0467 0.00
H -3.72414 -0.07919 3.73483 -0.0403 -0.0106 -0.0620 0.00
H -1.98561 -0.34296 3.63328 0.0106 -0.0066 0.0186 0.00
H -5.15061 0.09958 -2.29210 0.0166 0.0017 0.0055 0.00
H -5.14714 -1.55106 -1.67733 0.0060 0.0177 -0.0122 0.00
H -4.91409 -1.25550 -3.40462 0.0419 0.0026 -0.0212 0.00
H -2.69909 1.27105 -3.55378 0.0018 0.0045 0.0309 0.00
H -2.06582 -0.12058 -4.44455 -0.0534 -0.0697 0.0160 0.00
H -1.08524 0.67645 -3.19985 0.0024 0.0165 -0.0385 0.00
H -2.69900 -3.27339 -1.89104 0.0085 0.0063 0.0175 0.00
H -1.09255 -2.61754 -2.19695 -0.0412 -0.0265 -0.0206 0.00
H -2.24299 -2.78778 -3.52903 -0.0485 0.0609 -0.0271 0.00
H -5.52844 1.79651 -0.48570 0.0076 -0.0131 0.0026 0.00
H -5.48281 3.16948 0.62750 0.0115 0.0122 0.0032 0.00
H -5.40923 1.51609 1.25352 0.0003 0.0066 -0.0093 0.00
H -3.40609 3.26798 -1.95114 -0.0272 -0.0296 0.0386 0.00
H -1.75180 3.38429 -1.33822 0.0876 0.0369 -0.0099 0.00
H -2.99803 4.48814 -0.73423 -0.0633 -0.0442 0.0664 0.00
H -3.06882 2.42743 2.81371 -0.0164 -0.0321 -0.0245 0.00
H -2.67406 3.97860 2.05397 -0.0626 0.0060 -0.0469 0.00
H -1.48843 2.66981 2.09107 0.0344 0.0415 0.0294 0.00
```
Positions in Å, forces in eV/Å.

The total charge is -1. The lowest unoccupied orbital energy (spin up / spin down) comes out at 2.107 / 2.091 eV. As for the multiplicity: 3. As for the HOMO-LUMO gap (spin up / spin down): 0.2497 / 0.2633 hartree.

=====

# 2
Computed, not measured: a 3-piece molecular cluster, C27H51BI3N6O6S2 overall in a non-equilibrium geometry, with ωB97M-V with the def2-TZVPD basis set.

XYZ file:
```
96
Properties=species:S:1:pos:R:3:forces:R:3:mulliken_charge:R:1
C 2.47743 2.09814 4.30858 -1.4402 -0.4888 -0.5920 -0.87
C 2.64053 0.56508 3.75105 0.2155 -0.7232 0.6776 -0.16
C 4.23428 0.09248 3.56631 -1.2653 0.5493 -0.4511 -0.61
C 4.82427 0.99127 2.32897 0.0939 0.4538 0.6648 0.13
C 6.31255 0.55574 1.79785 -0.4709 0.7213 -0.2092 -0.35
C 6.52432 -1.05186 1.55653 1.6554 -0.0568 -0.6093 -0.74
C 6.22689 -1.53100 -0.01817 -0.0398 0.5576 1.5019 -0.19
C 4.60687 -1.76353 -0.11315 0.0473 -1.0793 0.2404 0.65
C 4.07038 -2.15440 -1.63743 1.8901 3.4224 0.3197 -0.70
I 5.03708 -3.95561 -2.53407 -0.5446 0.5179 0.7046 -0.10
O 4.75677 -1.08580 -2.43723 -1.2649 -3.0708 1.4141 -0.53
B 3.83069 0.02774 -2.72196 0.8016 -2.0977 -1.2756 0.21
C 4.13311 0.29386 -4.34703 -0.7145 0.0712 -1.4980 -0.50
N 4.20647 1.11422 -1.73120 -0.5076 4.1550 -0.2529 0.74
C 5.57262 1.70825 -1.99547 1.2316 1.2991 -0.4646 -0.97
C 3.25046 2.29080 -1.75890 -1.8658 1.1311 5.8566 0.29
C 2.83945 3.17370 -3.08573 1.1218 0.2649 -0.3916 -0.97
O 2.73095 2.66052 -0.55553 2.7139 -1.8103 -7.1600 -0.63
O 2.51250 -0.56666 -2.41987 -0.9881 -1.1161 0.7293 -0.45
C 2.45740 -1.95578 -1.85421 -0.6032 3.7199 -1.5735 2.22
C 1.47840 -1.71191 -0.54838 -0.6541 -0.3662 1.0347 0.26
C -0.01857 -1.12669 -0.94130 -0.3150 0.1427 0.4840 -0.70
C -1.20229 -2.26028 -0.96596 -0.1245 -0.4999 0.9233 -0.22
S -2.59651 -1.52195 -2.04429 -1.0641 0.6487 1.2007 -0.08
C -4.21637 -1.51631 -1.03058 -0.8627 -1.7625 0.8250 -0.20
S -4.80427 -3.09945 -0.63498 1.0873 3.2621 -0.4191 -0.20
N -4.94398 -0.24418 -0.61227 -0.3629 -2.0240 -0.6929 0.15
C -5.82442 0.29089 -1.73748 -1.1641 1.1447 -0.2881 -0.36
C -6.52450 1.73926 -1.28397 0.5478 -0.2178 0.6110 -0.34
O -7.42843 1.49845 -0.13200 1.8923 -0.5717 -0.3531 -0.42
C -6.62724 0.93614 1.00473 -0.0340 -0.0308 -0.6643 0.09
C -5.90655 -0.49328 0.53847 -1.5331 0.5934 1.4684 -0.57
C 1.67633 -2.75284 -3.05525 -1.0257 -5.6111 1.2608 -1.07
I 1.12618 -1.73535 -4.96429 0.5034 -0.7224 1.9228 -0.10
C 1.23295 -4.20226 -2.98451 0.5001 4.8572 -2.2582 -0.29
C 0.40353 -4.87721 -4.26508 -0.1762 -1.1162 1.4566 -0.95
I 1.60983 -5.44035 -1.22039 -0.3785 0.9210 -1.3725 0.01
H 1.98799 2.73084 3.42266 1.4662 -1.0466 2.0212 0.17
H 1.63571 2.06378 5.15434 2.0895 0.3164 -1.6085 0.28
H 3.49136 2.54505 4.69048 -2.1232 -0.7921 -0.7376 0.26
H 2.11101 -0.18048 4.51571 1.1959 1.5674 -1.5504 0.38
H 2.05137 0.43289 2.73424 1.4227 0.3160 1.9682 -0.04
H 4.85067 0.28089 4.55003 -1.2642 -0.3514 -1.8250 0.26
H 4.18998 -1.06225 3.36711 0.3339 2.2475 0.1685 0.25
H 4.00771 1.05842 1.48538 1.7655 -0.2672 1.4235 -0.27
H 4.93613 2.10250 2.75073 -0.3247 -2.3004 -0.9475 0.39
H 7.09735 1.03879 2.55546 -1.5670 -1.4157 -1.4750 0.40
H 6.48613 1.14561 0.77466 -0.3341 -1.4564 2.1220 -0.03
H 7.69035 -1.25769 1.70883 -2.4101 0.4251 -0.1903 0.32
H 5.97818 -1.74776 2.32569 0.8770 1.5254 -1.4656 0.26
H 6.64300 -0.65731 -0.68536 -1.1901 -1.9003 1.1032 -0.09
H 6.88013 -2.48463 -0.20001 -1.5447 1.6360 0.1412 0.36
H 4.10433 -0.75281 0.27382 0.9209 -2.2895 -1.2803 -0.87
H 4.31152 -2.65657 0.61785 0.6345 1.8884 -1.2970 0.45
H 4.03811 -0.76449 -4.88796 0.1507 2.3605 1.0192 0.09
H 3.33351 1.04147 -4.82334 1.8022 -1.5589 0.5782 0.06
H 5.22214 0.66560 -4.55916 -1.9735 -0.4717 0.3464 0.08
H 6.40604 0.93086 -2.27443 -2.0138 1.1517 0.5544 0.22
H 6.00179 2.33002 -1.07778 -1.1388 -1.3227 -1.6613 0.16
H 5.54234 2.48528 -2.89988 0.1761 -1.5295 1.6777 0.29
H 2.86216 4.34000 -2.83572 -0.2369 -2.7084 -0.2317 0.30
H 1.79198 2.87403 -3.51277 2.0061 0.4340 1.0489 0.21
H 3.64963 3.01346 -3.94764 -1.8750 0.1800 1.9501 0.25
H 1.28892 -2.68517 0.09444 0.5385 1.7519 -1.3996 0.19
H 1.93158 -0.91798 0.21946 -0.5918 -1.7489 -2.1201 -0.40
H -0.05818 -0.55437 -1.96115 0.4511 -1.1149 1.9752 0.32
H -0.31212 -0.34899 -0.08498 0.5667 -1.6263 -1.9788 0.18
H -0.90095 -3.28835 -1.43682 -0.4377 2.1266 0.7354 0.11
H -1.67377 -2.50116 0.09209 1.0761 0.6170 -2.1365 0.41
H -6.74269 -0.46036 -1.84237 1.9250 1.4407 -0.2068 0.28
H -5.25157 0.46724 -2.74405 -0.9306 -0.6113 2.0348 0.32
H -7.13139 2.23501 -2.15876 0.9872 -1.3069 1.7368 0.29
H -5.73576 2.53000 -0.92529 -1.1281 -1.6055 -0.7794 0.19
H -7.42458 0.74908 1.87089 1.9443 0.2636 -1.9025 0.14
H -5.85252 1.76667 1.29495 -1.3739 -1.7035 -0.3192 -0.10
H -6.81124 -1.20643 0.24463 2.0392 1.2678 0.4926 0.31
H -5.39677 -0.91542 1.51022 -0.7254 0.6722 -2.2125 0.34
H -0.71462 -4.46150 -4.31141 2.6401 -0.6243 -0.0066 0.23
H 0.29673 -6.03042 -4.01484 0.2717 2.3443 -0.5494 0.31
H 0.97116 -4.78479 -5.28426 -1.1089 0.1193 2.1207 0.32
C -9.59846 -1.46305 3.52112 0.8273 -0.4426 -0.3885 0.68
O -8.58337 -2.06531 3.20872 -0.0515 0.0463 0.0531 -0.63
N -10.29149 -0.70570 2.65171 -0.4735 0.6910 -1.2392 -0.37
N -10.11488 -1.50288 4.76263 -0.2875 -0.3318 1.6014 -0.41
H -11.12932 -0.20254 2.89016 0.1908 -0.0882 -0.0483 0.16
H -9.93674 -0.64872 1.70595 -0.1307 0.0300 0.3240 0.23
H -9.62364 -2.06176 5.44803 -0.2068 0.2403 -0.2735 0.22
H -10.94954 -1.01384 5.03879 0.1834 -0.0936 -0.0693 0.15
C -4.01579 4.29234 1.88541 -0.3747 -0.4128 -0.1215 0.65
O -5.16427 3.93022 1.68401 -0.2255 0.0322 -0.0353 -0.64
N -2.97897 3.43594 1.92194 0.6322 -1.1224 0.0215 -0.29
N -3.68423 5.58011 2.08876 -0.1326 1.5809 0.2033 -0.45
H -2.02657 3.71509 2.08627 -0.1516 -0.0718 -0.0791 0.17
H -3.18508 2.45663 1.77352 0.1521 0.3380 -0.0017 0.19
H -4.43526 6.25761 2.06936 0.3317 -0.2708 0.0015 0.22
H -2.74438 5.89753 2.25618 -0.1739 -0.0916 -0.0555 0.15
```
Positions in Å, forces in eV/Å.

The total charge is -1. The lowest unoccupied orbital energy comes out at 1.425 eV. As for the HOMO-LUMO gap: 0.2463 hartree. The energy above the lowest of the compared OMol25 structures with the same formula, charge and spin is 263.1 kcal per mole.

=====

Computed E_tot, in the same sequence as the records: -118521.3185 -96692.5475 eV.